[1]
DFT (wB97M-V/def2-TZVPD) results for a 12-piece molecular cluster, C29H66FN2O14S overall at a distorted geometry.

Atoms and positions in Å:
C (3.8578, 1.4728, 3.7475)
C (3.9388, 0.1234, 2.7875)
O (2.8645, -0.7733, 3.2407)
C (1.8166, -0.9550, 2.2250)
C (0.8875, 0.3928, 1.9612)
C (0.0320, 0.9119, 3.3021)
C (0.1578, 0.1227, 4.7329)
C (-1.1550, 0.2268, 5.7076)
C (-1.6381, 1.5337, 6.5710)
C (-2.9920, 1.5258, 7.5476)
C (-3.8522, 0.1324, 7.6824)
C (-3.3985, -1.2376, 6.8514)
C (-2.0773, -1.1560, 5.8748)
C (-0.9236, 2.2436, 3.1900)
C (-0.9530, 3.0082, 1.7279)
C (-0.0263, 2.4095, 0.4707)
S (-0.1251, 3.4321, -1.1257)
O (1.0736, 4.4368, -1.2484)
O (-0.1664, 2.5773, -2.4144)
F (-1.5534, 4.4414, -1.0857)
N (0.8318, 1.1342, 0.6082)
C (1.6595, 0.5939, -0.5772)
C (0.9661, -0.6858, -1.3309)
C (-0.3911, -0.6309, -2.2773)
N (1.5622, -1.9495, -1.2300)
H (2.8887, 2.0534, 3.4399)
H (4.8507, 2.0882, 3.5883)
H (3.7315, 1.0650, 4.8541)
H (3.9199, 0.3815, 1.6464)
H (4.9666, -0.4160, 3.0208)
H (2.2762, -1.4160, 1.2537)
H (1.0585, -1.7751, 2.6466)
H (0.4318, -1.0188, 4.6460)
H (1.0624, 0.6211, 5.3301)
H (-1.0087, 2.5455, 6.5038)
H (-3.3760, 2.4537, 8.1478)
H (-4.8095, 0.0517, 8.3852)
H (-3.9854, -2.2709, 6.9432)
H (-1.7454, -2.1360, 5.2906)
H (-1.5632, 2.7185, 4.0468)
H (-1.6226, 3.9687, 1.5737)
H (1.9287, 1.4181, -1.3629)
H (2.7038, 0.2000, -0.1531)
H (-0.8282, -1.6871, -2.5317)
H (-1.2049, 0.1391, -1.8795)
H (-0.0274, -0.1719, -3.3176)
H (1.0002, -2.6534, -1.7650)
C (1.6500, 2.3908, 8.7662)
O (2.2455, 1.8140, 7.6186)
H (1.0567, 3.2562, 8.4617)
H (0.9991, 1.6570, 9.2479)
H (2.4304, 2.7126, 9.4600)
H (2.7650, 1.0493, 7.9199)
C (-0.7936, 1.8808, -6.3442)
O (-0.6737, 1.1090, -5.1635)
H (-0.2089, 1.4095, -7.1378)
H (-1.8430, 1.9264, -6.6459)
H (-0.4116, 2.8883, -6.1624)
H (-1.2025, 1.5514, -4.4779)
C (1.8099, 7.3601, -2.5694)
O (1.7639, 8.2735, -3.6500)
H (1.6918, 7.9108, -1.6332)
H (0.9975, 6.6359, -2.6684)
H (2.7735, 6.8448, -2.5674)
H (1.8711, 7.7563, -4.4663)
C (1.2868, -3.8976, -4.7271)
O (0.3621, -4.8063, -4.1583)
H (1.9822, -3.5665, -3.9521)
H (1.8438, -4.3946, -5.5251)
H (0.7509, -3.0329, -5.1261)
H (-0.2413, -5.0824, -4.8690)
C (-2.4625, 0.2658, -9.6800)
O (-2.3411, 1.4543, -8.9204)
H (-1.6338, -0.4013, -9.4311)
H (-3.4082, -0.2263, -9.4397)
H (-2.4255, 0.5076, -10.7450)
H (-3.0894, 2.0260, -9.1624)
C (0.0662, -4.5756, 4.7745)
O (0.3682, -3.2376, 5.1249)
H (-0.8709, -4.8660, 5.2553)
H (-0.0439, -4.6532, 3.6900)
H (0.8685, -5.2331, 5.1180)
H (1.2039, -3.0083, 4.6841)
C (-2.9887, -1.9034, -5.4741)
O (-1.6446, -1.4687, -5.5669)
H (-3.0177, -2.9914, -5.5691)
H (-3.4003, -1.6134, -4.5042)
H (-3.5744, -1.4538, -6.2796)
H (-1.6506, -0.5004, -5.4793)
C (3.9413, -1.4994, 6.6879)
O (4.2433, -0.1614, 7.0383)
H (3.0042, -1.7899, 7.1686)
H (3.8312, -1.5771, 5.6034)
H (4.7436, -2.1570, 7.0314)
H (5.0790, 0.0679, 6.5974)
C (-0.2160, -6.6540, 8.2508)
O (0.3795, -7.2309, 7.1032)
H (-0.8093, -5.7886, 7.9463)
H (-0.8669, -7.3878, 8.7326)
H (0.5644, -6.3322, 8.9447)
H (0.8989, -7.9956, 7.4046)
C (-6.3989, 2.5049, -9.7479)
O (-5.0547, 2.9396, -9.8407)
H (-6.4279, 1.4169, -9.8428)
H (-6.8105, 2.7949, -8.7780)
H (-6.9846, 2.9545, -10.5534)
H (-5.0607, 3.9079, -9.7530)
C (1.6148, -1.5185, -9.4590)
O (0.4032, -2.0174, -8.9228)
H (1.8175, -2.0216, -10.4074)
H (1.5224, -0.4434, -9.6319)
H (2.4322, -1.7173, -8.7616)
H (0.2499, -1.5529, -8.0825)

E_tot, hartree: -2804.27156
LUMO level, eV: -5.48
Total charge: +1
Highest occupied orbital energy, eV: -10.837
Multiplicity: 1
Gap between HOMO and LUMO, eV: 5.353


[2]
DFT (wB97M-V/def2-TZVPD) results for a 7-piece molecular cluster, C29H66N5O9 overall at a distorted geometry.

Atoms and positions in Å:
C (-1.9721, -2.2346, 8.3674)
C (-2.8834, -3.3239, 7.6287)
C (-2.9822, -3.0858, 6.1289)
N (-4.0068, -3.9669, 5.4080)
C (-3.6392, -3.8760, 3.8305)
C (-4.5942, -4.6230, 2.9331)
C (-4.5141, -6.0922, 3.0898)
C (-4.7428, -6.3228, 5.2848)
C (-3.8627, -5.3660, 5.8646)
C (-5.3824, -3.3872, 5.6386)
H (-0.9525, -2.3284, 8.2300)
H (-2.0751, -2.4795, 9.3903)
H (-2.2710, -1.2417, 8.1986)
H (-3.8343, -3.3927, 8.0442)
H (-2.3346, -4.1724, 7.8002)
H (-1.9940, -3.1944, 5.5946)
H (-3.3399, -2.0958, 5.9008)
H (-2.6144, -3.9866, 3.5918)
H (-3.8971, -2.8573, 3.6053)
H (-4.1178, -4.7915, 1.8734)
H (-5.6461, -4.2723, 2.9265)
H (-3.6035, -6.6131, 3.0751)
H (-5.4482, -6.6823, 2.7997)
H (-4.4265, -7.4000, 5.2377)
H (-5.8309, -6.1578, 5.3295)
H (-2.8535, -5.6743, 5.7950)
H (-4.0177, -5.3875, 6.9496)
H (-5.4443, -2.4179, 5.2560)
H (-5.6763, -3.4548, 6.7224)
H (-6.1801, -3.9139, 5.0682)
C (5.4070, 6.2441, 5.7751)
C (4.3190, 5.6870, 4.8179)
C (5.0368, 5.2044, 3.5836)
N (4.0672, 4.8234, 2.4672)
C (4.8631, 4.3282, 1.3200)
C (5.5485, 3.0368, 1.6546)
C (4.6429, 1.9833, 2.2228)
C (3.7124, 2.4720, 3.3294)
C (3.0648, 3.7726, 2.8930)
C (3.2329, 6.0301, 1.9611)
H (6.1848, 5.4929, 5.9595)
H (5.0250, 6.4544, 6.7519)
H (5.8394, 7.0919, 5.2288)
H (3.5250, 6.4031, 4.7234)
H (3.7946, 4.8489, 5.3186)
H (5.6949, 4.4422, 3.8354)
H (5.6407, 6.0148, 3.2452)
H (5.5688, 5.1333, 1.0624)
H (4.1470, 4.1937, 0.4746)
H (6.3166, 3.2597, 2.3698)
H (6.0540, 2.5948, 0.7736)
H (5.2770, 1.1362, 2.5423)
H (4.0258, 1.5716, 1.4232)
H (4.3095, 2.5780, 4.2819)
H (2.9407, 1.7304, 3.5227)
H (2.5968, 4.2553, 3.7617)
H (2.3118, 3.6710, 2.1228)
H (3.8309, 6.9073, 1.8728)
H (2.3596, 6.3091, 2.5608)
H (2.8922, 5.7085, 0.9546)
C (-2.2834, 5.0277, -7.5066)
C (-0.9018, 4.4758, -7.3354)
O (0.1127, 4.9094, -6.9415)
N (-1.0625, 2.8965, -7.7597)
H (-0.8092, 2.4105, -6.8799)
H (-2.0601, 2.7300, -7.8745)
C (-0.2835, 2.2552, -8.9509)
H (-2.3312, 5.7721, -6.7286)
H (-3.0443, 4.2953, -7.4956)
H (-2.3792, 5.6617, -8.3547)
H (-0.7961, 2.6356, -9.8220)
H (-0.4095, 1.1843, -8.9844)
H (0.7326, 2.5605, -9.0117)
C (-3.0823, -3.0417, -8.4518)
C (-3.4194, -3.1407, -6.9731)
O (-3.2697, -2.2047, -6.1644)
N (-3.8972, -4.3065, -6.6866)
H (-3.7419, -4.9759, -7.4121)
H (-2.7698, -0.7163, -6.2353)
C (-4.7667, -4.6287, -5.5909)
H (-3.7879, -3.4279, -9.1230)
H (-2.1522, -3.6018, -8.4959)
H (-2.8282, -1.9841, -8.5602)
H (-4.7202, -5.7111, -5.4134)
H (-5.8422, -4.4963, -5.9283)
H (-4.4485, -3.9602, -4.7848)
C (2.8149, -0.5678, -3.5016)
C (3.7016, -1.3349, -2.6122)
O (3.8523, -1.0429, -1.4076)
N (4.4062, -2.3305, -3.1990)
H (3.2807, 0.4020, -0.7410)
H (3.9231, -2.5936, -4.0448)
C (5.4966, -3.0420, -2.5939)
H (1.7550, -0.9099, -3.4830)
H (3.1839, -0.7848, -4.4936)
H (2.9157, 0.4606, -3.2261)
H (6.3676, -2.9889, -3.2301)
H (5.1653, -4.0692, -2.3460)
H (5.7213, -2.5751, -1.6301)
O (1.1956, 2.3623, 0.1605)
C (1.6932, 1.3310, -0.5389)
O (3.0223, 1.3310, -0.5630)
O (1.0587, 0.4932, -1.1695)
H (0.2633, 2.0776, 0.2650)
O (-3.3316, 1.3071, -4.7351)
C (-2.2114, 1.0222, -5.4242)
O (-2.0498, -0.0467, -6.1485)
O (-1.3074, 1.8240, -5.5413)
H (-3.7671, 0.4701, -4.7044)

E_tot, hartree: -2094.60085
LUMO level, eV: -5.01
Total charge: +3
Highest occupied orbital energy, eV: -13.976
Multiplicity: 1
Gap between HOMO and LUMO, eV: 8.966


[3]
DFT (wB97M-V/def2-TZVPD) results for C29H67CsN5O4PSSi5Te as an isolated structure at a distorted geometry.

Atoms and positions in Å:
Cs (1.2434, 0.4008, 0.7258)
C (-5.1448, 0.7961, -0.6828)
C (-4.4332, 1.7822, 0.1629)
N (-4.9424, 2.8734, 0.6455)
N (-3.9058, 3.4246, 1.3538)
C (-2.7554, 2.7279, 1.2894)
S (-1.2793, 3.1263, 1.9608)
N (-3.1166, 1.6478, 0.5318)
N (-2.2282, 0.6545, 0.1553)
H (-6.1283, 1.1945, -0.9237)
H (-5.2549, -0.1493, -0.1491)
H (-4.5881, 0.6047, -1.6020)
H (-4.0071, 4.3020, 1.8267)
H (-2.2829, -0.1993, 0.7465)
H (-2.4023, 0.4089, -0.8154)
C (4.3767, -1.0111, -1.1014)
Si (3.2487, -0.6703, -2.5805)
C (4.3494, -1.0304, -4.0906)
C (1.9967, -2.0891, -2.5603)
C (2.4997, 0.9825, -2.5732)
Si (3.4664, 2.3608, -1.9098)
C (5.2187, 2.5478, -2.6232)
C (3.7745, 2.3753, -0.0349)
C (2.6554, 4.0544, -2.1740)
Si (1.5910, 1.4236, -4.0538)
C (0.5938, 0.0485, -4.8818)
C (2.6175, 2.1524, -5.4822)
C (0.2575, 2.7759, -3.7374)
C (0.2032, 3.9944, -4.4195)
C (-0.7289, 4.9546, -4.0647)
C (-1.6065, 4.6826, -3.0279)
C (-1.5309, 3.4369, -2.4270)
N (-0.6420, 2.5072, -2.7717)
H (4.8215, -2.0072, -1.1831)
H (3.8469, -0.9794, -0.1453)
H (5.1939, -0.2847, -1.0495)
H (4.7590, -2.0459, -4.0598)
H (5.1845, -0.3235, -4.1300)
H (3.7854, -0.9233, -5.0233)
H (2.4988, -3.0423, -2.3663)
H (1.4656, -2.1788, -3.5104)
H (1.2457, -1.9500, -1.7768)
H (5.8163, 1.6566, -2.4051)
H (5.7391, 3.4144, -2.2012)
H (5.1852, 2.6593, -3.7115)
H (4.3598, 1.5152, 0.3008)
H (2.8398, 2.3818, 0.5279)
H (4.3245, 3.2802, 0.2391)
H (2.5463, 4.3206, -3.2277)
H (3.2609, 4.8317, -1.6964)
H (1.6582, 4.0794, -1.7238)
H (1.2441, -0.7057, -5.3344)
H (-0.0373, 0.4722, -5.6686)
H (-0.0501, -0.4592, -4.1622)
H (3.4497, 1.4726, -5.6884)
H (3.0531, 3.1225, -5.2244)
H (2.0385, 2.2700, -6.4051)
H (0.9205, 4.1945, -5.2060)
H (-0.7623, 5.9090, -4.5784)
H (-2.3395, 5.4058, -2.6949)
H (-2.2175, 3.1656, -1.6320)
C (-1.1641, 0.2015, 4.7716)
C (0.2750, 0.4103, 5.1756)
O (1.1260, 0.3294, 4.0237)
P (2.2633, -0.8259, 3.8539)
O (2.5967, -0.7789, 2.4007)
Te (1.6184, -2.8543, 4.8757)
O (3.5362, -0.1582, 4.6103)
C (4.0203, -0.4559, 5.9090)
C (3.5211, 0.5519, 6.9264)
H (-1.8124, 0.2852, 5.6486)
H (-1.2895, -0.7959, 4.3482)
H (-1.4732, 0.9418, 4.0323)
H (0.5699, -0.3382, 5.9133)
H (0.4286, 1.4050, 5.6041)
H (5.1107, -0.4218, 5.8428)
H (3.7281, -1.4683, 6.1948)
H (3.7619, 1.5691, 6.6123)
H (3.9864, 0.3647, 7.8980)
H (2.4399, 0.4752, 7.0448)
C (-2.3076, -1.2746, -2.7309)
O (-2.5739, 0.1153, -2.8547)
H (-1.6430, -1.4958, -1.8898)
H (-1.8729, -1.6872, -3.6456)
H (-3.2633, -1.7650, -2.5446)
H (-1.7362, 0.6275, -2.8558)
C (-4.2966, -0.4868, 2.9777)
Si (-3.7424, -2.1930, 2.3128)
C (-5.0175, -2.7729, 1.0189)
C (-4.1427, -3.3361, 3.7860)
C (-2.0811, -2.1402, 1.6255)
Si (-1.3055, -3.6700, 1.0365)
C (-1.5471, -5.2163, 2.1210)
C (-1.9768, -4.2288, -0.6542)
C (0.5808, -3.5532, 0.8600)
H (-5.2273, -0.1340, 2.5192)
H (-3.5287, 0.2712, 2.8082)
H (-4.4699, -0.5330, 4.0575)
H (-6.0432, -2.4954, 1.2848)
H (-4.9882, -3.8647, 0.9349)
H (-4.7830, -2.3650, 0.0314)
H (-5.1517, -3.1319, 4.1639)
H (-3.4335, -3.1818, 4.6050)
H (-4.0935, -4.3911, 3.5030)
H (-1.3955, -1.6450, 2.3276)
H (-2.6021, -5.4921, 2.2225)
H (-1.1538, -5.0197, 3.1234)
H (-1.0099, -6.0762, 1.7051)
H (-3.0690, -4.1697, -0.6940)
H (-1.6847, -5.2625, -0.8699)
H (-1.5794, -3.5986, -1.4542)
H (1.0635, -4.3768, 1.3924)
H (0.9865, -2.6405, 1.3010)
H (0.9004, -3.5957, -0.1857)

E_tot, hartree: -4195.39995
LUMO level, eV: 3.65
Total charge: -2
Highest occupied orbital energy, eV: -1.828
Multiplicity: 1
Gap between HOMO and LUMO, eV: 5.474


[4]
DFT (wB97M-V/def2-TZVPD) results for C29H67CsN5O4PSSi5Te as an isolated structure.

Atoms and positions in Å:
Cs (0.2208, -0.0697, 0.7360)
C (-0.7462, -0.2919, -5.2602)
C (-0.1040, -1.6043, -5.0274)
N (0.2098, -2.4586, -5.9510)
N (0.8258, -3.4714, -5.2643)
C (0.9246, -3.2585, -3.9385)
S (1.7257, -4.1502, -2.7891)
N (0.2624, -2.0658, -3.7874)
N (0.1488, -1.3308, -2.6082)
H (-0.7464, -0.0895, -6.3287)
H (-0.1967, 0.4877, -4.7314)
H (-1.7698, -0.2933, -4.8898)
H (1.2351, -4.2492, -5.7466)
H (0.9455, -1.6056, -2.0320)
H (-0.7080, -1.5905, -2.0830)
C (-2.1386, 1.3675, 4.1807)
Si (-0.9901, 2.8556, 3.8954)
C (-1.6107, 4.1419, 5.1583)
C (0.6726, 2.2697, 4.5822)
C (-0.9084, 3.4701, 2.2009)
Si (0.6270, 4.2451, 1.6476)
C (1.3340, 5.5629, 2.8253)
C (0.5102, 5.1916, 0.0039)
C (1.9911, 2.9727, 1.3360)
Si (-2.3982, 3.7898, 1.2821)
C (-3.9536, 2.8691, 1.8473)
C (-2.9946, 5.6018, 1.2173)
C (-2.2975, 3.2847, -0.5767)
C (-3.1704, 3.8324, -1.5240)
C (-3.1519, 3.3939, -2.8355)
C (-2.2547, 2.3984, -3.1879)
C (-1.4174, 1.9001, -2.2015)
N (-1.4241, 2.3270, -0.9397)
H (-1.8879, 0.8905, 5.1336)
H (-2.0311, 0.6142, 3.3951)
H (-3.1914, 1.6524, 4.2155)
H (-1.6686, 3.7366, 6.1743)
H (-2.6061, 4.5006, 4.8771)
H (-0.9423, 5.0081, 5.1705)
H (0.5767, 2.0884, 5.6577)
H (1.4788, 2.9925, 4.4399)
H (0.9976, 1.3253, 4.1368)
H (0.6237, 6.3925, 2.9000)
H (2.2839, 5.9592, 2.4512)
H (1.5017, 5.1831, 3.8355)
H (-0.1454, 6.0632, 0.0700)
H (0.1541, 4.5576, -0.8107)
H (1.5104, 5.5497, -0.2626)
H (2.0150, 2.2268, 2.1340)
H (3.0001, 3.3780, 1.2230)
H (1.7349, 2.4648, 0.3997)
H (-4.2589, 3.1913, 2.8469)
H (-3.8040, 1.7887, 1.8684)
H (-4.7767, 3.0790, 1.1574)
H (-3.0613, 5.9661, 2.2468)
H (-3.9813, 5.7198, 0.7578)
H (-2.2904, 6.2460, 0.6862)
H (-3.8688, 4.6013, -1.2181)
H (-3.8312, 3.8117, -3.5704)
H (-2.2081, 2.0107, -4.1974)
H (-0.7115, 1.1073, -2.4354)
C (3.2503, 0.5855, -2.0468)
C (3.7039, -0.7730, -1.5548)
O (2.9560, -1.1141, -0.3878)
P (3.5678, -1.5212, 1.0699)
O (2.4385, -1.2269, 2.0006)
Te (5.6795, -0.5093, 1.4149)
O (3.6809, -3.1241, 0.9870)
C (4.8540, -3.8713, 0.6849)
C (5.1539, -3.9009, -0.7994)
H (3.7903, 0.8553, -2.9576)
H (3.4509, 1.3412, -1.2859)
H (2.1809, 0.5870, -2.2715)
H (4.7688, -0.7471, -1.3121)
H (3.5264, -1.5569, -2.2976)
H (4.6486, -4.8765, 1.0567)
H (5.6988, -3.4555, 1.2400)
H (4.2728, -4.2000, -1.3681)
H (5.9612, -4.6105, -0.9983)
H (5.4783, -2.9170, -1.1405)
C (0.2459, -1.6387, 4.4684)
O (1.5798, -1.2189, 4.5996)
H (0.1637, -2.6954, 4.1845)
H (-0.3290, -1.0521, 3.7378)
H (-0.2438, -1.5032, 5.4345)
H (2.0068, -1.2697, 3.7227)
C (-5.2997, -2.7695, -1.0741)
Si (-3.8656, -1.5199, -1.2293)
C (-4.6404, 0.1366, -0.7595)
C (-3.5530, -1.4131, -3.1011)
C (-2.3551, -1.8581, -0.3016)
Si (-1.8200, -3.5616, -0.0292)
C (-1.9065, -4.5560, -1.6434)
C (-2.8506, -4.5901, 1.2001)
C (-0.0591, -3.7165, 0.6469)
H (-6.1622, -2.4635, -1.6767)
H (-5.6228, -2.8468, -0.0320)
H (-5.0012, -3.7705, -1.3988)
H (-5.5070, 0.3641, -1.3891)
H (-3.9233, 0.9538, -0.8638)
H (-4.9771, 0.1286, 0.2807)
H (-2.9927, -0.4915, -3.2801)
H (-4.4772, -1.3679, -3.6856)
H (-2.9579, -2.2585, -3.4605)
H (-2.3749, -1.2838, 0.6368)
H (-2.9409, -4.6359, -1.9917)
H (-1.5183, -5.5683, -1.4995)
H (-1.3179, -4.0968, -2.4401)
H (-3.8927, -4.6542, 0.8753)
H (-2.8416, -4.1199, 2.1881)
H (-2.4592, -5.6075, 1.3083)
H (0.7033, -3.2932, -0.0128)
H (0.1992, -4.7721, 0.7812)
H (0.0495, -3.2404, 1.6278)

E_tot, hartree: -4195.43095
LUMO level, eV: 3.53
Total charge: -2
Highest occupied orbital energy, eV: -2.099
Multiplicity: 1
Gap between HOMO and LUMO, eV: 5.633